Below is a 2-piece molecular cluster, C4H11NO2 overall in a non-equilibrium geometry, with properties calculated with wB97M-V/def2-TZVPD.

Last columns: bonded neighbours and bond lengths (Å).
Positions of all 18 atoms, in Å:
1 C 0.50133 -1.40648 1.51744  C2 1.478, H7 1.093, H8 1.139, H9 1.061
2 C 0.30911 -0.13950 0.78036  C1 1.478, N3 1.479, C4 1.576, H10 1.039
3 N -0.33468 -0.29841 -0.54187  C2 1.479, H11 1.002, H12 1.002
4 C 1.72633 0.49600 0.51078  C2 1.576, C5 1.531, H13 1.086, H14 1.113
5 C 1.65341 1.80454 -0.28047  C4 1.531, O6 1.190, H15 1.170
6 O 2.33622 2.07035 -1.21759  C5 1.190
7 H 1.01798 -2.22246 1.00656  C1 1.093
8 H 1.09686 -1.19857 2.46633  C1 1.139
9 H -0.35705 -1.97808 1.76545  C1 1.061
10 H -0.22918 0.51578 1.38108  C2 1.039
11 H -1.14414 -0.87388 -0.40790  N3 1.002
12 H 0.25095 -0.70562 -1.24548  N3 1.002
13 H 2.24373 0.93254 1.35942  C4 1.086
14 H 2.16894 -0.19555 -0.24092  C4 1.113
15 H 0.67651 2.44780 -0.27420  C5 1.170
16 O -4.10163 -0.03596 -2.33833  H17 0.972, H18 0.934
17 H -4.63176 0.65749 -1.91115  O16 0.972
18 H -3.18291 0.12999 -2.32949  O16 0.934

Results
Highest occupied orbital energy in eV: -9.5
SMILES: C[C@H](N)CC=O.O
ΔE to the lowest compared entry with this formula, charge and spin in kJ/mol: 214.0
Kohn-Sham gap in eV: 10.226
Spin multiplicity: 1
Electronic energy in hartree: -364.18667
Lowest unoccupied orbital energy in eV: 0.76
F_max in eV Å⁻¹: 4.098

Want to see where the charge sits? The natural (NBO) charges in e are:
1 C -0.6278
2 C -0.0505
3 N -0.8463
4 C -0.5206
5 C 0.4409
6 O -0.5247
7 H 0.2113
8 H 0.2114
9 H 0.2152
10 H 0.1890
11 H 0.3608
12 H 0.3614
13 H 0.2420
14 H 0.2296
15 H 0.1083
16 O -0.9561
17 H 0.4788
18 H 0.4773